[1]
{"formula": "C27H104O45S8", "method": "ωB97M-V with the def2-TZVPD basis set", "elements": ["O", "S", "O", "O", "C", "C", "C", "H", "H", "H", "H", "H", "H", "H", "H", "O", "S", "O", "O", "C", "C", "C", "H", "H", "H", "H", "H", "H", "H", "H", "O", "S", "O", "O", "C", "C", "C", "H", "H", "H", "H", "H", "H", "H", "H", "O", "S", "O", "O", "C", "C", "C", "H", "H", "H", "H", "H", "H", "H", "H", "O", "S", "O", "O", "C", "C", "C", "H", "H", "H", "H", "H", "H", "H", "H", "O", "S", "O", "O", "C", "C", "C", "H", "H", "H", "H", "H", "H", "H", "H", "O", "S", "O", "O", "C", "C", "C", "H", "H", "H", "H", "H", "H", "H", "H", "O", "S", "O", "O", "C", "C", "C", "H", "H", "H", "H", "H", "H", "H", "H", "O", "H", "H", "O", "H", "H", "O", "H", "H", "O", "H", "H", "O", "H", "H", "O", "H", "H", "O", "H", "H", "O", "H", "H", "O", "H", "H", "O", "H", "H", "O", "H", "H", "O", "H", "H", "O", "H", "H", "O", "H", "H", "O", "H", "H", "O", "H", "H", "O", "H", "H", "O", "H", "H", "C", "C", "O", "C", "O", "O", "H", "H", "H", "H"], "positions_angstrom": [[-18.30686, 2.11313, -21.10191], [-17.29959, 2.85110, -21.84935], [-17.38297, 4.32351, -21.84840], [-15.79748, 2.35586, -21.37893], [-15.61630, 0.97968, -20.95454], [-14.53194, 0.35781, -21.89523], [-17.08665, 2.27846, -23.59572], [-16.45110, 0.27944, -20.98357], [-15.29383, 0.92804, -19.91462], [-13.55915, 0.84075, -21.80275], [-14.81459, 0.30707, -22.94671], [-14.41543, -0.66993, -21.55128], [-16.79371, 1.22960, -23.64236], [-16.33666, 2.87728, -24.11249], [-18.03158, 2.45976, -24.10789], [-12.90285, -2.36734, -17.07843], [-13.51837, -1.58382, -18.11807], [-14.29592, -2.18976, -19.21222], [-14.44593, -0.42904, -17.32058], [-14.14952, 0.06368, -15.99641], [-14.91059, 1.38551, -15.88926], [-12.36011, -0.50011, -18.84599], [-13.10639, 0.31867, -15.80945], [-14.44396, -0.74364, -15.32585], [-15.99912, 1.33922, -15.85667], [-14.64741, 2.08088, -16.68632], [-14.47169, 1.71237, -14.94659], [-11.52319, -0.31998, -18.17129], [-12.80825, 0.43148, -19.19154], [-12.09703, -1.22191, -19.61923], [-20.93703, -8.25577, -12.71018], [-20.36285, -7.18015, -13.52479], [-21.18160, -6.07985, -14.04227], [-19.00068, -6.57512, -12.83499], [-18.57915, -5.19233, -13.17490], [-17.26575, -4.78495, -12.47247], [-19.56899, -8.10314, -14.90696], [-19.37850, -4.47356, -12.99465], [-18.52704, -5.12247, -14.26140], [-16.46897, -5.36451, -12.93867], [-17.32342, -4.91897, -11.39227], [-16.97794, -3.75641, -12.69012], [-18.92324, -8.81310, -14.39016], [-18.95175, -7.40360, -15.47067], [-20.28093, -8.56088, -15.59377], [-20.38720, -7.62920, -18.02478], [-20.66708, -6.24952, -18.42113], [-21.66977, -5.95481, -19.41853], [-20.92636, -5.39981, -17.06850], [-21.62651, -4.18489, -17.20009], [-21.61114, -3.54567, -15.80496], [-18.89160, -5.64178, -18.93893], [-22.62444, -4.50592, -17.49874], [-21.05596, -3.56253, -17.88946], [-21.83509, -2.48116, -15.87389], [-20.67153, -3.68762, -15.27101], [-22.32129, -4.04700, -15.14735], [-18.16008, -5.86529, -18.16239], [-18.99494, -4.57583, -19.14186], [-18.66488, -6.14289, -19.87998], [-21.29817, 4.17402, -20.78927], [-21.78783, 4.39380, -19.41897], [-20.96617, 5.18551, -18.42727], [-23.27284, 5.11056, -19.44721], [-24.16126, 4.79615, -20.45130], [-25.58318, 4.70399, -19.98079], [-22.21979, 2.70714, -18.60856], [-23.92110, 3.82677, -20.88803], [-24.07323, 5.53710, -21.24586], [-25.54010, 3.96348, -19.18211], [-26.31605, 4.62838, -20.78409], [-25.87860, 5.56380, -19.37951], [-22.50014, 1.97620, -19.36699], [-23.12957, 2.80660, -18.01652], [-21.35070, 2.36325, -18.04773], [-12.24335, -1.82151, -7.13042], [-12.75994, -1.54345, -8.47462], [-11.93464, -0.88996, -9.51193], [-13.52397, -2.87592, -9.12477], [-13.65571, -3.05210, -10.52644], [-13.72061, -4.54414, -10.86659], [-14.32154, -0.55471, -8.21763], [-12.87247, -2.58186, -11.12101], [-14.58869, -2.54874, -10.77997], [-12.78413, -5.05603, -10.64505], [-13.85844, -4.60145, -11.94632], [-14.62457, -4.98178, -10.44301], [-14.76467, -0.17137, -9.13675], [-14.02468, 0.31048, -7.62483], [-15.02753, -1.22682, -7.72983], [-9.99996, -5.42873, -14.47827], [-11.13058, -5.25191, -13.50765], [-11.75869, -6.40495, -12.77475], [-10.65539, -4.08382, -12.39588], [-9.39082, -4.26123, -11.68876], [-8.93809, -2.88685, -11.11403], [-12.39608, -4.30849, -14.47386], [-8.60052, -4.66554, -12.32127], [-9.53912, -4.96768, -10.87203], [-9.77815, -2.33195, -10.69632], [-8.68702, -2.24016, -11.95477], [-8.10263, -2.94762, -10.41660], [-12.20164, -4.68416, -15.47844], [-12.22249, -3.23695, -14.37507], [-13.37432, -4.77042, -14.34054], [-14.77510, -10.38381, -14.50747], [-15.46753, -9.11454, -14.76147], [-16.51173, -9.01990, -15.76940], [-15.99661, -8.41258, -13.36259], [-15.56328, -8.94988, -12.12097], [-14.59954, -7.96417, -11.42257], [-14.13723, -7.82783, -15.11394], [-15.15026, -9.95598, -12.19354], [-16.44060, -9.07683, -11.48669], [-14.17050, -8.42540, -10.53303], [-15.00756, -6.99541, -11.13426], [-13.72152, -7.61849, -11.96818], [-14.10912, -7.77138, -16.20211], [-13.14681, -7.98588, -14.68712], [-14.52954, -6.86619, -14.78313], [-22.40236, -3.04302, -20.52170], [-21.61100, -3.58149, -20.51712], [-23.07651, -3.60389, -20.13808], [-20.81717, 2.92935, -15.58675], [-20.23825, 3.35439, -14.95397], [-20.63998, 1.99434, -15.48383], [-20.07275, 0.35788, -16.06243], [-19.58379, 0.60414, -16.84762], [-20.97085, 0.23187, -16.36866], [-15.59094, -7.14671, -19.68788], [-15.23518, -7.91899, -19.24829], [-15.09178, -7.08278, -20.50212], [-16.46269, -1.11310, -11.88917], [-15.62964, -0.71657, -12.14417], [-17.09925, -0.40196, -11.96201], [-13.51010, -0.44648, -12.74286], [-13.82581, 0.39364, -12.41003], [-12.71629, -0.22814, -13.23115], [-22.66951, -0.60550, -19.56506], [-22.80486, -1.49606, -19.88882], [-22.95986, -0.63483, -18.65343], [-19.38979, 2.28243, -11.29457], [-19.48808, 1.65695, -12.01244], [-20.27574, 2.39277, -10.94941], [-12.89542, -4.88789, -18.37228], [-13.06307, -4.05466, -17.93200], [-13.69715, -5.39414, -18.24121], [-14.59806, -9.33522, -18.68002], [-14.79388, -10.21221, -18.35021], [-13.88204, -9.02473, -18.12581], [-12.50647, -4.19204, -20.93649], [-12.43735, -4.39247, -20.00307], [-13.44650, -4.20762, -21.11632], [-15.14820, -3.44272, -21.46150], [-16.08635, -3.28193, -21.56268], [-14.91158, -2.98361, -20.65561], [-19.26200, -1.79607, -12.04086], [-19.73101, -1.86887, -11.20962], [-18.43158, -2.24697, -11.88815], [-18.52632, 3.07885, -17.51988], [-18.11051, 3.64469, -16.86937], [-19.45154, 3.32284, -17.49383], [-22.59338, 0.03279, -16.46800], [-22.75896, -0.90313, -16.35453], [-23.42837, 0.45134, -16.25862], [-19.81026, 0.73179, -13.27613], [-19.60183, -0.18979, -13.12293], [-20.11644, 0.76113, -14.18257], [-17.73020, -3.31853, -22.14391], [-17.44841, -3.09346, -23.03058], [-18.68612, -3.28459, -22.18002], [-18.97920, 0.76861, -18.75781], [-19.07293, 1.04621, -19.66906], [-18.71866, 1.56243, -18.29068], [-17.48158, -1.81737, -17.19467], [-17.16893, -1.72249, -15.73571], [-16.32567, -2.79386, -15.42588], [-16.19733, -3.62726, -16.47736], [-15.50711, -4.61950, -16.53022], [-16.94503, -3.11352, -17.46442], [-16.92783, -1.11719, -17.82015], [-18.55822, -1.69754, -17.31551], [-18.06305, -1.78558, -15.11548], [-16.65205, -0.79325, -15.49605]]}

[2]
{"formula": "C27H15Cl2F12N3O2ReSe", "method": "ωB97M-V with the def2-TZVPD basis set", "elements": ["Re", "C", "C", "C", "C", "C", "N", "C", "C", "C", "C", "C", "C", "C", "C", "O", "C", "F", "F", "F", "C", "F", "F", "F", "C", "C", "C", "O", "C", "F", "F", "F", "C", "F", "F", "F", "H", "H", "H", "H", "H", "H", "H", "H", "H", "H", "H", "H", "Cl", "C", "C", "C", "C", "C", "Cl", "C", "N", "H", "H", "H", "Se", "C", "N"], "positions_angstrom": [[-0.20867, 0.47224, -0.46740], [0.33633, 5.30774, -1.02856], [-0.70943, 4.26826, -1.30211], [-1.18270, 4.06473, -2.53373], [-2.19107, 3.09219, -2.96039], [-2.57233, 1.93852, -2.42248], [-2.17151, 1.00081, -1.38424], [-1.44572, -1.19532, -1.79899], [-3.81413, -0.62134, -3.33061], [-4.30107, -1.82761, -2.86355], [-3.96936, -2.94096, -1.95472], [-5.00903, -4.04596, -1.90107], [-2.86996, -3.08629, -1.15291], [-1.73991, -2.22047, -1.03634], [-0.56348, -2.51452, -0.12069], [0.10802, -1.41771, 0.14527], [-1.02924, -3.16513, 1.21376], [-0.06993, -3.14830, 2.12213], [-2.08461, -2.49163, 1.69209], [-1.41676, -4.44255, 1.03350], [0.39233, -3.48305, -0.88485], [1.33545, -3.96001, -0.08469], [-0.28400, -4.51698, -1.41500], [0.98030, -2.83149, -1.89268], [-1.04597, 2.31560, 0.23610], [-1.20765, 3.57240, -0.11958], [-1.70471, 1.65484, 1.43142], [-1.35976, 0.31351, 1.16326], [-3.25083, 1.81473, 1.53323], [-3.87696, 1.31997, 0.45467], [-3.73869, 1.17164, 2.58863], [-3.59709, 3.10545, 1.62740], [-1.08956, 2.09753, 2.78894], [-1.38359, 3.37771, 3.04299], [-1.51098, 1.35197, 3.80223], [0.24670, 1.99696, 2.75233], [0.62416, 5.84233, -1.93118], [1.22036, 4.83632, -0.59473], [-0.03042, 6.02839, -0.29412], [-0.78477, 4.67398, -3.33637], [-2.67249, 3.29611, -3.91397], [-4.37352, 0.08707, -3.92553], [-5.27326, -1.97216, -3.33350], [-5.79035, -3.90955, -2.64564], [-5.48633, -4.07728, -0.92131], [-4.54610, -5.01575, -2.07765], [-2.82847, -3.99195, -0.55982], [-1.74790, 4.22022, 0.57102], [-2.38678, 0.12368, -2.70846], [-1.10518, 0.27539, -3.96259], [-1.42434, 0.10245, -5.28276], [-0.42178, 0.39484, -6.20308], [0.80142, 0.88469, -5.77710], [1.08029, 1.06023, -4.42295], [2.57870, 1.68268, -3.91352], [0.12408, 0.72230, -3.46305], [0.34574, 0.75050, -2.10249], [-2.39962, -0.24576, -5.59388], [-0.60497, 0.25124, -7.25859], [1.57029, 1.13471, -6.49469], [1.87637, 0.86130, 0.85940], [3.11809, 0.96419, -0.49364], [3.90408, 1.08314, -1.32644]], "charge": 1, "e_above_lowest_kcal_mol": 10.7}

[3]
{"formula": "C27H16Cl2N6OPd", "method": "ωB97M-V with the def2-TZVPD basis set", "elements": ["Pd", "C", "C", "C", "C", "N", "C", "N", "C", "N", "C", "N", "C", "C", "C", "C", "C", "N", "C", "C", "C", "C", "C", "C", "H", "H", "H", "H", "H", "H", "H", "H", "H", "H", "H", "H", "Cl", "C", "C", "C", "Cl", "C", "C", "C", "C", "N", "C", "C", "O", "H", "H", "H", "H"], "positions_angstrom": [[-0.01432, 0.00010, -0.00645], [-0.06116, 4.15318, -1.32394], [-0.03577, 4.93523, -0.15458], [-0.06510, 4.29495, 1.04248], [-0.10775, 2.86747, 1.13035], [-0.14189, 2.12067, -0.02490], [-0.11619, 2.79472, -1.19922], [-0.11540, 2.39105, 2.36663], [-0.11981, 1.11920, 2.72574], [-0.17416, 0.00002, 1.93917], [-0.11980, -1.11918, 2.72571], [-0.11537, -2.39100, 2.36656], [-0.10771, -2.86736, 1.13026], [-0.06504, -4.29483, 1.04232], [-0.03571, -4.93504, -0.15477], [-0.06110, -4.15294, -1.32409], [-0.11616, -2.79448, -1.19930], [-0.14187, -2.12049, -0.02495], [-0.07323, -0.70284, 4.10323], [-0.01806, -1.41870, 5.29576], [0.01986, -0.70222, 6.47599], [0.01984, 0.70216, 6.47606], [-0.01810, 1.41864, 5.29580], [-0.07325, 0.70282, 4.10326], [-0.04193, 4.60231, -2.30692], [0.00493, 6.01502, -0.21445], [-0.04388, 4.82428, 1.98309], [-0.15916, 2.21639, -2.10638], [-0.04382, -4.82421, 1.98290], [0.00501, -6.01483, -0.21477], [-0.04187, -4.60202, -2.30709], [-0.15912, -2.21611, -2.10643], [0.00196, -2.50071, 5.28510], [0.05352, -1.22898, 7.42168], [0.05349, 1.22893, 7.42172], [0.00189, 2.50066, 5.28525], [5.17539, 0.00005, -0.75712], [3.90885, -0.00002, -1.90555], [4.21713, -0.00011, -3.25640], [3.21409, -0.00018, -4.19995], [3.65097, -0.00029, -5.86627], [1.83950, -0.00015, -3.83123], [0.77702, -0.00021, -4.75235], [-0.51569, -0.00018, -4.29773], [-0.74981, -0.00010, -2.92441], [0.22972, -0.00004, -2.03695], [1.51972, -0.00006, -2.45468], [2.56369, 0.00002, -1.43310], [2.28295, 0.00008, -0.22199], [5.25540, -0.00013, -3.55605], [0.99684, -0.00028, -5.81075], [-1.35106, -0.00023, -4.98251], [-1.75437, -0.00007, -2.52244]], "spin_multiplicity": 3, "s_squared": 2.08}

Number 1: energy -208499.1810 eV. Number 2: energy -161915.9210 eV. Number 3: energy -67771.0861 eV.